No. 1
{
  "formula": "H2N2O3S2",
  "method": "ωB97M-V/def2-TZVPD",
  "elements": ["N", "N", "O", "O", "O", "S", "S", "H", "H"],
  "coordinates": [[0.183, 1.169, -1.072], [0.310, -2.426, -0.187], [-1.625, 0.055, 0.184], [-0.633, 2.119, 1.135], [0.623, -0.202, 0.956], [-0.462, 1.003, 0.250], [-0.270, -1.416, 0.763], [0.894, 1.925, -1.075], [0.979, -2.228, -0.954]],
  "e_homo_ev": -10.69,
  "e_lumo_ev": -1.22,
  "orbital_gap_ev": 9.47
}


No. 2
{
  "formula": "H2N2O3S2",
  "method": "ωB97M-V/def2-TZVPD",
  "elements": ["N", "N", "O", "O", "O", "S", "S", "H", "H"],
  "coordinates": [[0.702, 0.177, -1.489], [-1.740, 0.343, 0.065], [0.621, -1.785, 0.169], [2.733, -0.473, -0.013], [0.595, 0.736, 0.790], [1.341, -0.615, -0.266], [-0.357, 1.204, -0.306], [-1.550, -0.498, 0.486], [-2.346, 0.911, 0.564]],
  "e_homo_ev": -10.18,
  "e_lumo_ev": -1.04,
  "orbital_gap_ev": 9.14
}


No. 3
{
  "formula": "H2N2O3S2",
  "method": "ωB97M-V/def2-TZVPD",
  "elements": ["N", "N", "O", "O", "O", "S", "S", "H", "H"],
  "coordinates": [[1.136, 0.566, -0.883], [-2.580, 0.339, -0.372], [0.772, -1.654, 0.412], [2.933, -0.523, 0.442], [0.886, 0.671, 1.430], [1.570, -0.527, 0.268], [0.385, 1.555, 0.102], [-2.603, -0.656, -0.036], [-2.500, 0.229, -1.362]],
  "e_homo_ev": [-11.38, -9.36],
  "e_lumo_ev": [-1.87, -1.12],
  "orbital_gap_ev": [9.51, 8.24]
}